# 1
Entry from the OMol25 dataset: a 11-piece molecular cluster, C29H56O23 overall (ωB97M-V with the def2-TZVPD basis set).

```
108
Properties=species:S:1:pos:R:3:forces:R:3
C -15.9208 -14.9879 0.3487 -1.5 -0.7 0.5
O -17.2230 -15.5742 0.2177 -0.5 -0.5 -0.8
H -15.3778 -15.4318 -0.4858 0.3 0.4 0.2
H -16.0147 -13.9030 0.3017 0.5 0.0 -0.1
H -15.5682 -15.3385 1.3187 0.8 0.4 -0.1
H -17.8680 -15.2751 0.8627 0.4 0.3 0.2
C -20.1562 -18.6824 3.1265 -0.5 -0.5 -0.9
O -19.4429 -19.8676 3.4630 0.2 0.6 0.8
H -19.5785 -17.8918 2.6476 0.5 -0.1 0.0
H -20.9301 -18.9768 2.4177 -0.3 0.3 -0.1
H -20.6619 -18.2200 3.9742 0.3 -0.5 0.3
H -19.1704 -20.3472 2.6773 -0.1 0.2 -0.1
C -21.0200 -14.9686 8.1529 -0.9 -0.1 0.8
O -21.3984 -15.8327 9.2518 0.5 -0.1 -0.7
H -21.3417 -13.9665 8.4365 0.6 0.3 -0.2
H -19.9521 -15.0689 7.9590 -0.1 0.2 0.3
H -21.5431 -15.1932 7.2234 -0.1 -0.4 0.0
H -22.1886 -15.4832 9.6703 0.0 0.1 -0.1
C -20.6780 -22.8053 7.0742 -0.6 -0.4 -0.8
O -21.3318 -23.9874 7.5911 0.5 0.7 0.3
H -19.6617 -23.0218 6.7449 0.0 -0.2 0.0
H -21.2718 -22.5080 6.2098 0.4 0.4 -0.2
H -20.6346 -21.9378 7.7326 -0.3 -0.4 0.5
H -22.0118 -24.2200 6.9547 0.1 0.0 0.1
C -16.2212 -20.4601 -0.4006 -1.4 1.0 0.8
O -15.3536 -19.3502 -0.1311 0.6 -0.7 -0.6
H -15.7918 -21.4036 -0.7373 0.7 0.5 0.1
H -16.7703 -20.6154 0.5282 0.0 -0.7 0.1
H -17.0024 -20.1649 -1.1011 0.1 -0.1 -0.4
H -15.8752 -18.5487 -0.2157 -0.1 0.0 0.0
C -25.9363 -17.4054 3.6657 2.3 2.5 -1.2
C -26.0591 -18.8827 3.7378 0.2 1.0 0.9
C -25.8207 -19.3663 5.1364 0.5 -1.0 0.7
O -26.9292 -20.2685 5.3934 0.0 0.5 -0.7
C -27.8774 -20.0543 4.4164 -1.8 -0.8 0.7
O -28.9948 -20.5535 4.3960 3.0 1.2 0.0
O -27.3978 -19.1486 3.5323 -2.2 -1.6 -0.8
H -25.3881 -17.0680 2.7861 0.1 -0.3 -0.5
H -25.2696 -16.9974 4.4253 -0.1 -0.2 0.5
H -26.7848 -16.7241 3.6029 -0.7 -0.9 0.5
H -25.3889 -19.4513 3.0931 -0.3 0.2 -0.6
H -25.7240 -18.5708 5.8753 -0.6 -0.1 0.1
H -24.8652 -19.8910 5.1361 -0.2 -0.4 0.4
C -13.2106 -27.8716 3.5041 0.7 0.1 -1.4
C -13.4495 -26.5540 2.7641 -0.1 -1.4 -1.0
C -14.4498 -26.5608 1.5862 -0.2 -1.9 -0.3
O -15.3913 -25.4669 1.8063 1.7 -0.9 0.0
C -15.2361 -25.1760 3.1052 -1.4 2.6 2.2
O -16.0014 -24.4579 3.7493 2.2 -2.1 -1.7
O -14.0772 -25.7186 3.6151 -2.4 3.0 2.0
H -12.6268 -27.7489 4.4163 -0.2 0.3 0.0
H -12.5494 -28.3778 2.8008 -0.1 -0.9 0.2
H -14.1156 -28.4434 3.7094 0.0 0.1 -0.1
H -12.4978 -26.1560 2.4120 0.2 0.3 0.2
H -15.0702 -27.4567 1.6136 0.0 -0.2 0.2
H -13.9127 -26.6477 0.6417 -0.4 1.1 -0.3
C -20.3721 -16.9085 -3.5985 -0.9 -0.2 -1.2
C -21.9023 -17.0044 -3.3488 3.2 0.9 -0.5
C -22.2176 -17.0242 -1.8608 -0.1 -3.1 -1.4
O -23.3656 -16.2913 -1.8479 -2.0 3.2 1.3
C -23.3894 -15.3952 -2.8484 -2.2 1.8 -2.1
O -24.1974 -14.4878 -3.0253 2.1 -2.2 1.1
O -22.4853 -15.7589 -3.7993 -0.3 -0.4 1.0
H -19.9000 -16.0154 -3.1892 -0.1 -0.4 0.8
H -20.1878 -16.7658 -4.6632 -0.2 -0.2 -0.2
H -19.9222 -17.8737 -3.3660 0.3 0.3 0.5
H -22.2820 -17.8428 -3.9327 -0.4 0.1 0.2
H -21.3777 -16.7839 -1.2089 -0.3 0.7 0.1
H -22.6492 -17.9976 -1.6279 1.0 -0.5 0.4
C -25.0082 -12.1976 1.4423 0.5 -0.7 1.1
C -23.5317 -11.9400 1.4978 -0.6 0.0 -3.0
C -22.9515 -10.9399 2.3842 -2.3 4.3 -1.1
O -22.0130 -11.4970 3.1494 2.4 -0.6 2.6
C -21.7838 -12.6781 2.6741 2.2 -5.5 0.3
O -20.9112 -13.4965 2.9680 -1.6 2.6 -0.3
O -22.7509 -13.0428 1.8055 0.4 -1.5 0.0
H -25.2513 -12.5348 2.4500 -0.7 -0.1 0.0
H -25.1571 -13.0076 0.7283 -0.3 0.1 0.0
H -25.5824 -11.3087 1.1809 0.1 -0.1 0.0
H -23.2614 -11.6309 0.4881 0.1 -0.2 -0.4
H -23.7322 -10.4848 2.9936 0.3 0.6 0.1
H -22.4255 -10.2852 1.6894 -0.4 1.1 0.6
C -14.6612 -18.7422 5.2531 0.1 -0.8 -0.2
C -14.1609 -19.2212 6.6418 -0.2 0.2 -0.8
C -12.7742 -19.8421 6.7022 -0.3 -0.8 -0.1
O -12.1501 -19.1572 7.8061 1.0 -1.2 -0.9
C -12.9013 -18.1537 8.2114 0.9 3.3 2.1
O -12.5693 -17.3336 9.0800 -1.1 -2.5 -2.4
O -14.0104 -18.0851 7.4783 -0.6 1.0 0.5
H -14.8835 -19.5478 4.5534 -0.8 -0.7 0.7
H -13.9415 -18.2968 4.5662 0.7 0.8 0.9
H -15.5237 -18.0831 5.3518 0.1 -0.2 0.0
H -14.8470 -19.8721 7.1837 -0.5 0.0 -0.5
H -12.3069 -19.7989 5.7184 0.8 0.8 0.3
H -12.7851 -20.9074 6.9326 -0.2 0.1 0.2
C -26.2580 -22.7175 -1.2772 -1.0 0.2 -1.2
C -25.2916 -23.5246 -0.4818 -1.0 1.1 1.0
C -24.6566 -24.6788 -1.1356 -2.0 -2.0 -1.5
O -23.2959 -24.6308 -0.8941 1.1 0.2 0.1
C -23.0450 -23.4171 -0.4097 1.9 1.7 2.7
O -21.9921 -22.9698 -0.0154 -0.8 -1.0 -1.4
O -24.1815 -22.7331 -0.1645 0.7 0.7 -0.1
H -27.1193 -23.2830 -1.6329 0.0 -0.5 0.3
H -25.8238 -22.3730 -2.2158 0.4 0.2 0.1
H -26.6978 -21.8663 -0.7575 0.4 0.0 0.2
H -25.7595 -23.8515 0.4467 0.0 0.2 0.2
H -24.8283 -24.6622 -2.2119 0.0 -0.2 -0.1
H -25.1245 -25.5502 -0.6775 0.5 -0.5 -0.5
```
Forces are in eV/Å.

Properties
Relative energy (zero: lowest compared OMol25 entry of this formula, charge and spin): 143.2 kcal per mole
Molar mass: 772.74 u
HOMO level: -10.160 eV

# 2
Entry from the OMol25 dataset: an isolated ion of composition C4H8N3 and charge +1 (ωB97M-V with the def2-TZVPD basis set).

```
15
Properties=species:S:1:pos:R:3:forces:R:3
C 0.7651 -1.5932 0.3992 1.2 5.1 -1.6
C -0.1980 0.5836 0.0492 1.3 0.2 -0.9
C 2.2515 0.4202 -0.1221 -0.1 0.3 -1.9
C -2.5958 0.2584 -0.1058 -2.6 2.9 1.2
N 0.9843 -0.1188 0.1468 -3.4 -1.7 1.0
N -0.3569 -2.0490 0.4279 -3.5 1.0 0.2
N -1.2980 -0.0023 0.1462 4.2 -3.7 0.8
H 1.6692 -2.1132 0.2516 1.0 -1.2 0.4
H -0.1717 1.6537 -0.2913 0.3 -0.9 0.6
H 2.2330 1.1174 -0.9541 0.0 -0.5 -0.7
H 2.8803 -0.4041 -0.2379 1.4 -1.0 -0.8
H 2.6574 0.9831 0.6113 1.0 1.6 3.0
H -2.7394 1.3795 0.1196 0.0 -1.3 -0.5
H -2.8979 0.0898 -1.1178 -0.3 -0.5 -0.5
H -3.1830 -0.2052 0.6773 -0.5 -0.4 -0.3
```
Forces are in eV/Å.

Properties
Charge: +1
Relative energy (zero: lowest compared OMol25 entry of this formula, charge and spin): 137.9 kcal per mole
Molar mass: 98.13 u
HOMO level (alpha / beta): -14.714 / -14.713 eV

# 3
Entry from the OMol25 dataset: a 2-piece molecular cluster, ClH3NPS overall (ωB97M-V with the def2-TZVPD basis set).

```
7
Properties=species:S:1:pos:R:3:forces:R:3
N -0.4634 0.4853 -3.3086 0.6 0.6 0.7
P 1.0671 0.4634 -3.2930 -0.9 -1.0 -0.8
S -0.7161 0.4817 1.4596 1.2 0.2 0.4
Cl 1.4846 1.9329 -2.0270 0.6 1.1 0.9
H 0.5332 -0.1425 1.3106 -1.6 0.2 -0.2
H -1.1449 -0.1005 -3.7180 -0.3 -0.7 -0.7
H -1.5541 -0.3237 0.8027 0.5 -0.4 -0.2
```
Forces are in eV/Å.

Properties
Relative energy (zero: lowest compared OMol25 entry of this formula, charge and spin): 27.0 kcal per mole
Molar mass: 115.52 u
HOMO level: -9.628 eV

# 4
Entry from the OMol25 dataset: a 3-piece molecular cluster, CH8O3 overall (ωB97M-V with the def2-TZVPD basis set).

```
12
Properties=species:S:1:pos:R:3:forces:R:3
C -0.1869 -0.5502 1.8294 -0.6 0.5 -0.2
O 0.3809 0.6747 1.3789 0.0 -1.2 -1.4
H -0.2064 -1.1819 0.9450 0.3 -0.4 0.3
H 0.3361 -0.9530 2.6953 0.3 -0.3 -0.3
H -1.2339 -0.4450 2.1245 -0.1 0.2 0.0
H 0.4059 1.2837 2.0776 0.0 1.3 1.5
H -0.8636 0.4894 -1.5350 -0.2 -0.1 -0.3
H -0.8775 1.6289 -0.5925 -0.3 0.1 0.0
O -1.4012 1.2642 -1.3214 0.6 -0.1 0.3
H 1.1529 -1.5664 -0.8371 -0.1 -0.1 0.0
H 1.8487 -0.6907 -1.8292 -0.2 0.0 -0.2
O 1.0884 -1.2832 -1.7556 0.3 0.3 0.2
```
Forces are in eV/Å.

Properties
Relative energy (zero: lowest compared OMol25 entry of this formula, charge and spin): 7.2 kcal per mole
Molar mass: 68.07 u
HOMO level: -10.893 eV

# 5
Entry from the OMol25 dataset: a 2-piece molecular cluster, C42H42N2O5S2 overall (ωB97M-V with the def2-TZVPD basis set).

```
93
Properties=species:S:1:pos:R:3:forces:R:3
C 6.7029 2.0504 -0.2848 0.3 -0.1 0.1
C 5.2561 2.4394 -0.2071 -0.3 0.0 0.1
C 4.3301 1.7986 -1.0301 -0.2 0.2 0.1
C 2.9818 2.1610 -1.0461 0.3 0.2 0.2
C 2.0753 1.5079 -2.0376 -0.1 -0.6 -0.4
C 2.5337 3.1465 -0.1553 0.9 -0.2 -0.2
N 1.1595 3.5460 -0.2028 -0.7 0.8 -0.5
C 0.0493 2.7690 -0.1998 0.0 1.4 0.7
N -1.0438 3.5659 -0.1804 1.6 0.4 -0.6
C -2.4045 3.1854 -0.1546 -1.5 -0.5 0.3
C -2.7722 1.9831 0.5571 0.1 0.0 0.2
C -1.8340 1.2095 1.2303 0.5 -0.5 -0.1
C -4.1711 1.6376 0.5865 -0.4 0.5 -0.5
C -5.1407 2.5021 0.0937 0.8 -0.8 0.2
C -6.6122 2.2798 0.3028 -0.1 -0.1 -0.1
C -4.7291 3.6164 -0.6412 0.5 0.6 -0.3
C -3.3774 3.9389 -0.8207 -0.8 -0.3 0.4
C -3.0867 5.0589 -1.7675 -0.2 0.4 -0.4
C -0.5845 4.8956 -0.2574 -1.2 -0.8 0.2
C 0.7419 4.8784 -0.3073 1.2 -0.5 0.2
C 3.4419 3.7903 0.7094 -0.2 -0.4 -0.2
C 3.0220 4.8262 1.7033 0.2 0.4 0.5
C 4.7935 3.4248 0.6715 -0.1 -0.2 -0.4
H 7.3204 2.6771 0.3639 -0.1 -0.1 -0.1
H 6.8496 1.0058 0.0187 -0.1 0.2 0.0
H 7.0841 2.1343 -1.3110 -0.1 0.0 0.2
H 4.6533 0.9909 -1.6919 0.0 0.3 0.2
H 1.1724 1.0977 -1.5781 0.2 0.0 -0.3
H 1.7762 2.1818 -2.8538 0.0 0.0 0.3
H 2.6124 0.6637 -2.4881 -0.2 0.2 0.0
H -2.0458 0.1659 1.4292 -0.1 0.4 0.6
H 0.0351 1.7052 -0.0815 -0.2 0.1 0.1
H -0.9752 1.6727 1.7195 -0.1 -0.4 -0.3
H -4.4626 0.6918 1.0557 0.2 0.4 0.0
H -7.1752 2.8304 -0.4570 0.0 -0.1 0.1
H -6.8654 1.2197 0.2317 0.0 0.1 0.0
H -6.9467 2.6423 1.2840 0.2 -0.1 -0.2
H -5.4869 4.2345 -1.1227 0.2 -0.1 0.0
H -3.8886 5.0932 -2.5163 0.3 0.0 0.1
H -3.1036 6.0361 -1.2662 0.2 -0.1 -0.1
H -2.1373 4.9218 -2.2919 -0.1 0.2 0.0
H -1.2587 5.7281 -0.2662 0.0 -0.1 0.0
H 1.4369 5.6941 -0.4014 0.0 -0.1 0.1
H 3.8324 4.9431 2.4337 -0.3 0.0 -0.1
H 2.8765 5.8201 1.2583 -0.1 -0.3 0.1
H 2.1148 4.5531 2.2541 0.1 0.1 -0.2
H 5.4939 3.9262 1.3499 -0.3 -0.2 -0.3
C 5.6072 -3.1607 2.5538 -0.3 0.5 -0.3
O 5.1555 -1.8108 2.2731 0.0 -0.3 -0.1
C 4.0154 -1.6238 1.5518 -0.7 -0.4 -0.2
C 3.3644 -0.3696 1.6787 0.4 -0.5 0.1
C 2.1087 -0.1857 1.1383 -0.2 -0.2 -0.5
C 1.4697 -1.2056 0.4014 0.6 0.0 0.7
C 0.1171 -1.0528 -0.1121 -0.7 -1.3 0.1
C -0.7582 -2.1153 -0.0982 0.1 0.1 0.0
S -1.9333 -2.4298 -1.4205 -1.0 0.5 0.5
C -1.2565 -3.6387 -2.5849 0.5 -0.1 -0.2
C -0.8302 -3.2066 -3.8467 0.1 0.0 0.1
C -0.3297 -4.1293 -4.7724 -0.1 -0.1 0.2
C -0.2528 -5.4890 -4.4416 -0.1 0.3 0.2
C -0.6943 -5.9203 -3.1862 -0.1 0.3 -0.1
C -1.2049 -4.9980 -2.2655 0.0 -0.1 0.1
O -3.0837 -3.0678 -0.8133 0.6 0.1 -0.5
O -2.0857 -1.1795 -2.1306 0.3 -0.4 0.1
S -0.7734 -3.2926 1.2657 0.3 -1.0 -0.2
C -2.4519 -3.5149 1.8724 -0.3 0.3 0.1
C -2.8771 -4.8010 2.2044 0.0 0.1 -0.3
C -4.1682 -4.9848 2.7078 0.1 0.2 0.1
C -5.0125 -3.8874 2.9037 0.2 0.1 -0.1
C -4.5610 -2.5962 2.6024 0.3 -0.2 0.0
C -3.2683 -2.4127 2.1060 -0.2 -0.1 0.1
O -0.3981 -4.5688 0.6808 0.1 0.1 0.4
O -0.0333 -2.7553 2.3817 0.0 0.1 -0.5
C 2.1858 -2.4117 0.1809 -0.6 0.5 -0.1
C 3.4373 -2.6250 0.7318 0.4 0.5 0.6
H 6.5158 -3.0206 3.1435 -0.2 -0.1 -0.2
H 4.8599 -3.7192 3.1399 0.1 0.3 -0.2
H 5.8298 -3.7115 1.6271 0.0 0.2 0.3
H 3.8489 0.4235 2.2475 -0.1 -0.3 0.0
H 1.5621 0.7477 1.2954 0.3 -0.2 0.1
H -0.2421 -0.1068 -0.5033 0.0 -0.2 -0.7
H -0.9032 -2.1505 -4.0972 0.0 -0.2 0.1
H -0.0044 -3.7809 -5.7554 -0.1 -0.1 0.3
H 0.1482 -6.2097 -5.1597 -0.2 0.3 0.2
H -0.6502 -6.9781 -2.9175 0.0 0.4 -0.1
H -1.5530 -5.3395 -1.2945 0.1 0.1 -0.2
H -2.2046 -5.6421 2.0415 -0.2 0.2 0.0
H -4.5048 -5.9950 2.9501 0.1 0.3 -0.1
H -6.0185 -4.0322 3.3029 0.3 0.0 -0.2
H -5.2020 -1.7241 2.7586 0.2 -0.4 0.0
H -2.8959 -1.4152 1.8971 -0.2 -0.1 0.0
H 1.7269 -3.1794 -0.4467 0.1 0.2 0.2
H 3.9551 -3.5741 0.5733 -0.3 0.4 0.0
```
Forces are in eV/Å.

Properties
Relative energy (zero: lowest compared OMol25 entry of this formula, charge and spin): 40.0 kcal per mole
Molar mass: 718.94 u
HOMO level: -5.148 eV

# 6
Entry from the OMol25 dataset: C23H34B4Ca2F16O18 as an isolated structure (ωB97M-V with the def2-TZVPD basis set).

```
97
Properties=species:S:1:pos:R:3:forces:R:3
Ca -2.7342 -1.3278 -5.7569 -1.4 -0.2 0.9
Ca -0.5901 -4.5306 1.2531 -0.7 0.8 0.6
B -6.7308 -0.6212 -6.5001 -1.5 0.8 -0.6
F -7.4214 -1.7504 -6.3693 -1.4 -2.5 0.0
F -7.5310 0.4434 -6.7656 -1.0 1.3 -1.1
F -6.1421 -0.3273 -5.3353 3.1 0.4 3.4
F -5.7594 -0.7968 -7.4650 2.5 -0.2 -1.5
B -1.3044 -0.7430 -0.7696 1.0 1.0 0.6
F -0.8925 0.5164 -0.4131 0.0 1.2 -0.4
F -0.2028 -1.5406 -0.8472 2.8 -2.1 -0.6
F -1.9944 -1.2707 0.2516 -2.4 -1.5 2.7
F -1.9973 -0.8428 -1.9304 -1.2 0.3 -2.2
B -0.7445 -5.0039 5.4406 1.4 0.3 1.3
F -1.7031 -5.5332 6.1787 -2.9 -1.2 0.8
F -0.3269 -5.8867 4.4576 0.8 -1.3 -2.0
F -1.0713 -3.8621 4.7731 -1.2 2.2 -1.9
F 0.2425 -4.6712 6.3339 1.9 0.2 0.4
B -2.5467 -5.4436 -3.2798 0.9 -1.5 -0.8
F -2.6243 -5.1425 -1.9489 -0.5 0.4 2.1
F -3.3007 -4.6206 -4.0759 -1.4 1.8 -1.0
F -1.2241 -5.2024 -3.6423 1.4 0.1 -0.4
F -2.9000 -6.7659 -3.5396 0.0 0.0 0.3
C 6.0181 -3.8361 5.5365 1.9 0.5 2.3
C 6.2874 -5.1604 4.8511 0.4 1.6 1.5
O 5.2856 -5.0700 3.8695 1.4 -6.7 -1.2
C 4.5930 -4.0358 3.8611 -2.5 4.5 -1.7
O 3.6401 -3.8022 3.1221 1.6 -0.4 1.6
O 5.2139 -3.1347 4.6644 -1.3 1.6 -0.6
H 7.0176 -3.4421 5.7200 -0.1 1.1 -0.5
H 5.5936 -3.7435 6.5361 -0.5 -1.0 0.0
H 6.2794 -5.9515 5.6009 -0.7 -0.6 -0.8
H 7.2996 -5.0579 4.4597 -0.3 -0.6 -0.8
C 5.7387 1.6297 -7.7174 -0.9 -1.0 0.7
C 5.3698 0.8206 -6.4532 -0.1 -0.6 0.4
C 4.9713 1.6464 -5.2349 -0.4 1.0 -0.6
O 3.7552 1.0880 -4.7519 -0.7 -0.1 0.4
C 3.1869 0.2992 -5.6590 -0.2 -1.2 -1.0
O 2.0578 -0.1742 -5.6097 2.7 1.1 -0.4
O 4.1419 0.0552 -6.6701 -1.2 0.3 0.5
H 5.9564 0.9405 -8.5333 0.3 0.0 0.1
H 6.5749 2.3062 -7.5409 -0.1 0.0 0.0
H 4.8264 2.1499 -8.0094 0.2 0.4 0.0
H 6.1556 0.1257 -6.1570 0.0 -0.3 -0.4
H 4.7214 2.6147 -5.6684 0.0 0.5 0.6
H 5.6310 1.7464 -4.3730 0.2 -0.2 -0.4
C 4.0128 2.1486 1.4265 -1.6 -0.1 -0.3
C 5.0727 2.9694 2.0479 -2.0 1.6 1.6
C 5.5228 2.6301 3.4517 -1.9 -0.8 1.4
O 6.9133 2.6688 3.4183 0.5 0.0 0.0
C 7.2657 2.7082 2.1350 3.0 -0.6 -1.4
O 8.3960 2.5413 1.7303 -1.6 0.4 0.6
O 6.2142 2.9220 1.3314 2.8 -0.6 -1.6
H 3.0671 2.2072 1.9653 0.1 0.1 0.5
H 4.2062 1.0817 1.3144 0.4 0.1 -0.2
H 3.7527 2.6401 0.4890 0.2 -0.5 -0.4
H 4.7780 4.0186 2.0250 -0.5 0.2 0.1
H 5.1519 1.6420 3.7239 0.4 -0.5 -0.1
H 5.1336 3.2448 4.2633 0.1 0.5 -0.3
C 0.4789 7.2054 -5.8194 -0.5 -0.3 1.3
C 0.1797 6.4485 -4.4978 -1.4 2.3 0.2
C -1.1825 6.7570 -3.8176 -0.3 1.0 -0.9
O -1.7773 5.4754 -3.6836 -1.2 0.7 1.3
C -1.2031 4.6398 -4.5163 -2.2 -2.8 -0.8
O -1.7554 3.6001 -4.9141 2.3 2.6 0.9
O -0.0245 5.1324 -4.8412 1.8 -2.9 -1.4
H 0.2531 8.2636 -5.6882 0.7 0.2 0.0
H -0.2071 6.8904 -6.6058 0.1 -0.4 0.1
H 1.5078 6.9322 -6.0539 -0.1 0.6 -0.4
H 0.9323 6.6232 -3.7289 0.5 -0.6 -0.3
H -1.8222 7.3280 -4.4906 -0.1 0.0 -0.3
H -1.1903 7.3507 -2.9035 0.4 -0.7 0.3
C -8.2082 -2.0622 0.9449 -0.6 0.1 1.8
C -7.7336 -2.9867 2.1672 -2.5 0.1 -2.1
C -8.4728 -4.3548 2.3862 -1.0 1.2 -0.7
O -7.4080 -5.2650 2.5222 -0.6 -0.9 0.2
C -6.3190 -4.7130 2.0328 4.3 -2.2 0.9
O -5.2153 -5.2597 1.9862 -2.3 0.7 -0.3
O -6.4888 -3.4635 1.7317 0.9 1.8 0.0
H -8.1611 -2.5299 -0.0385 0.3 -0.2 0.3
H -7.6854 -1.1057 0.9496 0.8 -0.4 -0.1
H -9.2131 -1.6583 1.0678 -0.4 -0.6 0.2
H -7.7896 -2.4965 3.1391 1.0 0.5 -0.2
H -9.0846 -4.5836 1.5136 0.1 -0.3 -0.2
H -9.1341 -4.4066 3.2512 0.3 0.1 0.1
C -3.1826 1.6229 4.7599 -0.1 -0.5 0.8
C -2.2342 1.2510 5.9579 -0.1 -0.1 -2.2
C -0.7977 0.9702 5.4477 -0.8 -1.5 -1.0
O -0.0782 2.0508 5.8895 1.7 1.5 1.7
C -0.8077 2.8496 6.6995 0.3 3.3 -0.4
O -0.4706 3.9484 7.1310 -0.2 -3.0 -0.6
O -2.0652 2.4119 6.7416 -0.2 0.2 0.9
H -2.8619 2.4924 4.1861 0.3 0.4 0.7
H -4.1715 1.7789 5.1909 -0.1 0.2 -0.3
H -3.2650 0.8972 3.9509 0.1 -0.7 0.5
H -2.6071 0.4927 6.6464 -0.2 -0.2 -0.5
H -0.6389 0.9653 4.3694 -0.8 0.1 -0.3
H -0.3978 -0.0063 5.7211 0.1 0.1 0.8
```
Forces are in eV/Å.

Properties
Molar mass: 1025.88 u
HOMO level: -10.686 eV

Which value of molar mass does entry 4 give? 68.07 u